(1)
A 5-piece molecular cluster, C45H77IN5O8PS6Si overall at a distorted geometry. Source: the Open Molecules 2025 dataset; level of theory: ωB97M-V with the def2-TZVPD basis set.

Output
- SMILES: CCP(C)c1c(CC(N)(N)N)c(CCCCCCCC[Si](C)(C)c2ccccc2)c(S)c2nc(I)c(S)nc12.O=S1(=O)CCCC1.O=S1(=O)CCCC1.O=S1(=O)CCCC1.O=S1(=O)CCCC1
- Max |F|: 1.6 eV/Å
- Kohn-Sham gap: 0.2528 Eh
- LUMO energy: -0.2 eV

The geometry in XYZ format:
```
144
Properties=species:S:1:pos:R:3:forces:R:3
C 3.0482 1.6929 -2.7097 0.40 0.08 -0.40
H 2.4515 -1.2783 -3.9873 0.12 -0.12 -0.06
H -4.6936 1.7850 -3.1290 -0.08 -0.08 -0.05
H -1.7472 3.1702 -1.4829 -0.08 0.05 0.09
H 10.3104 1.4746 -0.0852 0.00 -0.02 0.00
C -7.1692 2.5369 -1.2358 0.13 -0.58 0.22
C 3.0628 1.7034 -0.3050 0.19 0.10 0.73
H -8.2527 -0.4326 -5.6868 -0.03 -0.11 0.00
H 0.8700 -0.4441 -5.6849 0.06 -0.13 0.08
O -3.8339 -1.1211 0.8999 1.39 -0.88 0.04
H -1.6131 1.4756 -1.0362 0.13 0.23 -0.02
C 3.3164 2.3667 -1.4936 0.06 0.41 -0.67
O 11.4740 -4.0192 0.7035 -0.09 0.07 -0.20
C -2.1595 2.1776 -1.6743 -0.22 -0.55 -0.14
C -4.0962 -1.6086 3.5036 -0.18 0.06 0.22
C 0.8252 -0.0947 -4.6472 0.20 0.58 -0.61
C 2.2509 -0.2125 -4.0833 -0.39 -0.60 0.64
C -9.2919 2.3073 2.3556 0.03 0.16 -0.21
C 8.7350 0.0511 -0.4733 -0.04 0.11 0.02
C 8.5754 1.9387 1.1202 0.13 0.15 -0.25
N -0.6906 -0.8377 -1.6468 0.29 -0.28 0.07
C -1.8206 1.7718 -3.1128 0.37 -0.21 0.49
H -9.3558 3.1715 3.0162 -0.01 -0.03 0.05
H -1.4832 -0.7068 -1.0236 0.08 -0.06 0.06
H 7.6864 0.0692 -0.7797 0.00 -0.02 0.01
H -5.8735 -2.7939 1.1799 0.02 0.03 -0.01
H -2.3238 2.4099 -3.8431 0.02 -0.03 -0.09
H 11.9297 -0.9536 2.1004 0.02 -0.01 -0.06
C -0.3022 1.7844 -3.2911 0.04 0.89 -0.26
H 9.9191 -0.9102 1.0706 0.02 0.00 -0.02
C -11.6828 1.1158 2.4454 -0.21 0.15 -0.18
H -4.7420 -4.3368 3.5754 0.00 -0.02 -0.03
H 3.4710 5.3760 2.3973 0.02 0.00 -0.33
H -6.4483 -4.0955 3.1980 0.00 0.01 -0.01
H 0.9316 -1.2103 3.6277 0.00 -0.06 -0.07
H -6.2555 -1.6802 3.5944 -0.01 -0.01 -0.02
C 14.4430 -2.5182 2.4069 -0.08 0.05 0.00
O -9.4644 -0.2945 2.7145 0.08 -0.12 0.08
N -0.1608 -3.2207 -1.5671 0.49 0.15 0.33
H -0.3985 -1.0327 0.7022 -0.11 -0.16 0.09
H -0.6178 -0.8669 2.8464 0.10 -0.18 -0.09
C -8.0889 -0.7671 -4.6690 -0.02 0.05 -0.30
H -6.4881 -0.7104 0.5567 -0.04 0.02 0.00
C 2.5719 0.3742 -0.2881 -0.10 0.16 0.84
H 15.2785 -2.9121 2.9836 0.01 0.00 -0.01
S -3.6952 -2.1952 1.8528 -0.17 -0.22 0.26
H 13.3635 -1.4217 3.9617 -0.02 0.00 0.00
H -6.9506 3.2257 -2.0494 -0.23 0.01 -0.09
H -0.7004 -2.6670 0.6129 -0.08 0.06 0.06
C 0.2986 -0.4188 3.2270 0.02 0.52 0.37
H 9.3102 -0.4253 -1.2654 0.01 -0.02 0.02
H -8.6711 -3.3504 -2.6098 0.11 0.07 0.15
H -1.1632 -3.3551 -1.5269 -0.01 -0.02 -0.08
H 1.8828 -2.1704 -2.3697 -0.09 -0.03 -0.17
N 3.8110 3.6487 -1.5222 -0.29 -0.62 0.51
H -1.1047 -1.2275 -2.4845 0.12 0.17 -0.26
S 8.2855 0.4447 2.0800 0.14 0.04 -0.17
O -10.1403 1.2020 4.6084 0.08 -0.15 0.07
O 12.5503 -1.9567 -0.2379 -0.12 -0.01 -0.07
H 0.3114 0.6805 1.3717 0.05 0.43 0.09
H 0.1795 -3.3628 -2.5079 -0.14 0.00 -0.05
C 3.7921 3.5308 0.8724 -0.30 0.20 0.06
C 13.9916 -3.5067 1.3365 0.26 0.07 0.10
N -0.0664 -1.9235 0.3636 0.43 0.09 -0.12
H 0.1164 1.2054 -2.4693 0.06 0.02 -0.18
H 14.7662 -1.5856 1.9395 0.02 -0.02 -0.02
H 13.0156 -3.1440 3.9014 0.00 -0.01 -0.01
C 13.2123 -2.2630 3.2875 0.04 -0.04 -0.03
H -4.0389 3.1143 -1.1544 -0.20 -0.06 -0.12
Si -6.2316 0.8950 -1.3747 0.33 0.55 0.23
C -5.0757 -3.3232 1.7007 -0.16 -0.15 0.07
H -3.2745 -1.8928 4.1585 0.07 -0.03 -0.10
C 2.5110 0.4290 -2.7236 -0.15 -0.41 -0.11
H -2.1418 0.7372 -3.2636 -0.22 0.09 -0.20
P 2.3915 -0.4813 1.3466 0.25 -1.17 -0.01
H -4.1005 0.3033 -2.4060 0.06 0.01 0.02
O 9.1665 0.4181 3.2218 -0.10 -0.05 0.10
H 4.7872 -0.0110 1.7938 -0.04 -0.23 0.02
H 0.1443 -0.7550 -4.1372 -0.16 -0.38 0.34
N 3.3037 2.3305 0.8905 -0.09 0.05 -0.49
C 2.2555 -0.2699 -1.4628 -0.12 0.32 -0.54
C -7.4166 0.0594 -3.7925 0.20 0.45 -0.05
H -7.4596 -1.8849 -1.0404 -0.05 0.04 -0.02
C 0.1798 1.2925 -4.6681 -0.53 -0.19 0.18
C 8.8762 -0.7022 0.8442 -0.03 -0.11 -0.31
S -10.0585 0.9266 3.1978 -0.10 0.25 -0.06
H 8.9782 2.1575 -1.0082 0.00 0.01 0.01
H 14.6455 -3.5442 0.4683 -0.10 -0.02 -0.07
C 3.8668 -0.0579 2.3639 -0.80 0.89 0.33
H 4.0534 1.6583 -4.8969 -0.08 -0.11 0.12
H -11.8808 0.2149 1.8680 0.09 -0.04 0.03
O 6.8626 0.2679 2.2354 0.26 0.03 0.16
O -2.4756 -2.9615 1.9138 0.07 -0.04 -0.03
H -7.0555 1.0212 -4.1503 -0.07 -0.04 -0.01
I 4.8073 6.1645 -0.4209 -0.11 -0.27 -0.02
H 3.9253 -0.7855 3.1729 0.21 -0.25 -0.22
C -6.0109 0.2557 0.3831 -0.36 0.41 -0.10
H -12.2755 2.2788 0.7037 0.00 0.00 0.01
H -6.4556 0.9665 1.0818 -0.21 0.04 -0.01
H -6.8825 3.0066 -0.2920 0.03 0.11 -0.05
S 3.4906 2.6275 -4.1672 0.04 0.34 -0.01
H 2.9459 0.1372 -4.8384 0.04 0.14 0.14
C 4.0369 4.1865 -0.3769 0.31 0.69 -0.14
H -0.7048 1.2062 -5.3116 0.03 0.03 -0.02
C -5.4085 -2.3007 3.8934 -0.06 -0.01 -0.08
C 1.0146 0.4460 2.1747 0.16 -0.42 -0.29
C -4.5606 1.2696 -2.1738 -0.15 -0.23 0.25
C -7.1719 -0.3027 -2.4698 0.06 0.06 0.10
H -8.2302 2.2893 -1.1705 -0.08 0.31 -0.18
H 0.8069 2.0395 -5.1487 0.26 -0.09 0.03
H 0.0424 2.8190 -3.1643 0.02 -0.04 0.12
H 0.0055 0.2173 4.0669 -0.02 -0.08 0.03
C -7.6334 -1.5479 -2.0572 0.16 0.03 0.35
H 11.0868 -2.3744 2.7658 -0.06 0.02 -0.11
H 3.7054 0.9141 2.8376 0.27 -0.02 -0.05
C 1.6946 -1.6896 -1.4144 0.23 0.60 -0.13
H -11.8885 3.2457 2.1205 0.01 -0.01 0.02
H -4.9645 0.1437 0.6699 -0.78 0.47 -0.35
H -9.9445 3.4640 0.6365 0.02 -0.01 -0.02
S 12.3810 -2.9083 0.8329 0.07 -0.08 0.34
H -12.4211 1.2181 3.2365 0.06 -0.09 0.07
C 12.0236 -2.0079 2.3537 0.09 0.03 0.26
H -5.4698 -2.4395 4.9713 0.01 0.01 0.00
C -3.6551 2.0947 -1.2584 0.43 0.34 0.02
C -8.5318 -2.0068 -4.2387 -0.06 0.17 -0.25
H -3.6761 1.6760 -0.2503 -0.08 0.01 0.05
H 8.2920 -1.6187 0.8869 -0.02 0.02 0.15
C -11.5972 2.3605 1.5517 0.06 -0.01 0.04
C 0.1925 -1.8840 -1.0548 -1.03 -0.61 -0.36
C 9.2237 1.4788 -0.1928 0.01 -0.05 0.02
H -4.1885 -0.5257 3.4737 0.10 0.02 -0.07
H 13.8544 -4.5057 1.7490 -0.05 -0.01 -0.04
H 7.6095 2.4132 0.9550 -0.05 -0.07 0.06
H -9.8983 1.7203 0.3727 0.02 0.00 0.01
H 2.2745 -2.2349 -0.6721 -0.16 -0.11 0.07
C -10.1368 2.4982 1.1012 -0.08 -0.06 0.00
H -8.2508 2.0680 2.1520 0.00 -0.09 0.08
C -8.3031 -2.3806 -2.9298 -0.35 -0.70 -0.08
S 4.1842 4.2424 2.4527 0.13 -0.26 0.35
C -5.4616 -3.6386 3.1425 0.08 0.07 0.08
H 9.2181 2.6008 1.6946 -0.07 -0.02 0.10
H -4.7648 -4.1931 1.1267 0.10 0.07 -0.06
H -9.0513 -2.6676 -4.9212 -0.01 -0.01 0.05
H 1.4171 1.3636 2.6046 -0.14 0.10 -0.09
```
Positions in Å, forces in eV/Å.

***

(2)
A 2-piece molecular cluster, C2H4OS overall at a distorted geometry. Source: the Open Molecules 2025 dataset; level of theory: ωB97M-V with the def2-TZVPD basis set.

Output
- Max |F|: 3.9 eV/Å
- Kohn-Sham gap (spin up / spin down): 0.3816 / 0.1941 Eh
- LUMO energy (spin up / spin down): 0.5 / -2.5 eV

The geometry in XYZ format:
```
8
Properties=species:S:1:pos:R:3:forces:R:3
O -0.5770 -0.6602 1.4569 -2.57 1.23 2.47
H -0.9234 1.7286 -2.4270 0.08 -1.41 -0.33
C 0.0488 -1.0697 0.4265 2.06 -1.63 -1.88
H 1.3343 -0.1235 1.9478 2.43 -0.87 2.01
H 0.6388 1.0125 0.7603 -0.23 -0.84 0.54
H -0.3722 -1.2354 -0.5479 -0.09 0.04 -0.62
S -0.8447 0.3721 -2.7906 -0.02 1.29 0.56
C 0.6953 -0.0244 1.1741 -1.66 2.19 -2.76
```
Positions in Å, forces in eV/Å.

***

(3)
One molecule with the formula C3H5NOS at a distorted geometry. Source: the Open Molecules 2025 dataset; level of theory: ωB97M-V with the def2-TZVPD basis set.

Output
- Max |F|: 4.5 eV/Å
- Kohn-Sham gap (spin up / spin down): 0.2604 / 0.2903 Eh
- LUMO energy (spin up / spin down): -0.5 / 0.3 eV

The geometry in XYZ format:
```
11
Properties=species:S:1:pos:R:3:forces:R:3
H -0.3096 3.3731 0.3353 -0.04 2.05 0.31
H 0.5094 -1.5069 -1.3264 -0.17 0.04 -1.99
H -0.7455 1.9462 1.6193 0.52 0.82 -2.11
C 0.3229 -0.8387 -0.5327 -0.66 0.49 2.19
O -0.3714 1.6963 -0.4774 0.53 -2.31 -2.51
H 0.4088 -3.3217 1.7164 0.05 -0.39 0.39
C -0.5807 2.4010 0.5618 -0.59 -1.66 4.14
C -0.1810 0.4533 -0.9061 0.75 -1.29 -2.51
H -0.2130 0.3674 -2.0353 -0.16 1.14 1.38
S 0.6894 -3.1239 0.4400 0.27 0.36 0.11
N 0.4706 -1.4462 0.6051 -0.49 0.73 0.61
```
Positions in Å, forces in eV/Å.

***

(4)
A 8-piece molecular cluster, C24H69N5O8 overall at a distorted geometry. Source: the Open Molecules 2025 dataset; level of theory: ωB97M-V with the def2-TZVPD basis set.

Output
- SMILES: COC[C@H](C)N.COC[C@H](C)N.COC[C@H](C)N.COC[C@H](C)N.COC[C@H](C)N.CCO.CO.CO
- Max |F|: 1.1 eV/Å
- Kohn-Sham gap: 0.3552 Eh
- LUMO energy: 0.4 eV

The geometry in XYZ format:
```
106
Properties=species:S:1:pos:R:3:forces:R:3
H -0.3562 1.1916 -4.4609 -0.10 -0.15 0.03
H 2.4540 -2.9093 -4.9836 0.07 -0.01 0.14
H -7.0007 -3.5501 3.6535 -0.02 0.03 -0.10
C 2.9972 -1.0493 -4.0810 0.14 0.51 0.11
N -6.2713 -3.1117 3.0995 0.06 -0.16 0.16
H -0.7171 1.4787 -2.1000 -0.38 -0.04 -0.10
O -3.7992 0.1646 -2.1292 0.21 -0.02 0.01
N 1.7824 2.1917 5.1951 0.11 0.31 -0.16
H 3.8431 -0.3458 -4.0870 0.08 -0.22 0.19
H 4.0264 0.2506 -1.0447 0.06 0.11 0.01
C -4.8448 -3.1237 5.1650 0.35 -0.18 -0.31
C 3.9435 -2.6084 4.2061 -0.01 0.22 1.08
O 3.1313 -2.7967 1.9552 -0.14 -0.07 -0.05
N 4.5089 -2.8959 -4.5408 -0.48 0.30 -0.15
C -1.2353 1.8095 -4.6442 0.09 0.27 -0.59
H 1.6482 0.3779 -1.5823 -0.18 0.09 -0.26
H -2.8120 0.3012 2.3647 0.21 -0.07 -0.07
N 4.8840 -1.7873 5.0034 -0.20 -0.08 -0.30
C 4.0320 -2.1157 2.7877 0.52 -0.04 -0.12
H 0.9403 -1.0140 0.6348 0.05 0.12 -0.14
C 0.0337 -0.8346 0.0481 -0.27 -0.05 0.52
H 3.7547 2.4546 0.1802 -0.14 -0.10 -0.03
H -0.7095 -1.5590 0.4019 0.16 -0.11 -0.18
H 1.5572 0.0548 3.5258 0.21 0.17 0.18
H 1.3903 -0.1197 -8.3662 0.02 -0.10 0.07
H -0.0546 0.3041 4.2624 0.39 -0.23 0.03
C -3.6771 5.1497 -5.1008 0.18 0.00 -0.06
H 1.9271 3.1557 5.4958 -0.13 -0.16 -0.06
C -0.3215 2.8797 4.2301 0.06 0.25 0.10
H -4.1051 -2.5310 5.7069 -0.21 0.02 0.17
H 1.4838 2.6079 3.1016 -0.12 0.28 0.23
H -4.0984 5.7319 -4.2745 -0.11 0.00 -0.01
H -3.5627 2.9292 -3.9010 0.04 0.08 0.04
C 3.4846 -2.6751 0.6015 -0.03 -0.19 -0.49
H 5.2654 -2.2182 -4.5028 0.03 -0.11 -0.02
H 3.1568 -0.1522 -8.3599 -0.01 -0.07 0.00
H 3.6407 -1.6309 0.3051 0.00 0.00 0.11
H -2.9565 0.6707 -2.1838 -0.16 -0.03 -0.06
H -2.9352 4.1263 -2.7304 -0.09 -0.05 -0.06
H 5.8403 -1.9122 4.6872 -0.06 -0.07 0.05
C -2.5295 -0.2255 3.2857 -0.34 0.04 -0.03
H -0.7112 -1.1555 -1.9276 0.08 0.15 -0.19
O -2.4934 4.5022 -4.7060 0.08 0.08 -0.21
H 4.3841 -3.2585 0.3615 0.05 0.14 0.13
C 3.4134 1.4397 0.4213 0.47 0.45 -0.15
O 3.2154 0.6827 -0.7663 -0.07 -0.13 0.02
H 0.8863 -1.8400 -1.6237 0.00 0.10 -0.22
C 2.2574 -0.7587 -8.1858 -0.17 0.38 -0.84
H 2.2336 -1.4371 4.8849 -0.06 0.07 -0.13
C -4.7966 1.1006 -1.8185 -0.31 0.13 0.04
C 0.6886 0.7069 3.5676 -0.64 0.14 0.01
H 2.6807 -3.0735 -0.0189 -0.10 0.01 0.19
H -4.3188 -4.0085 4.7857 -0.08 0.00 0.03
H -5.6456 -3.4612 5.8209 0.05 0.04 0.16
H 3.7819 -2.5632 -7.0764 -0.30 -0.03 0.11
H -0.1039 3.9426 4.4400 -0.17 -0.10 0.00
H -6.0147 -1.5213 4.4050 0.05 0.13 -0.18
N -1.6108 1.9681 -2.2475 0.59 0.01 0.30
H -0.8159 2.4482 5.1135 0.12 0.02 0.03
H -2.1149 1.1939 -4.8434 0.07 -0.17 0.23
H -4.7593 -1.2846 2.2669 0.07 0.00 -0.12
H -0.3803 0.1339 0.3448 0.12 0.10 -0.27
C -2.4207 3.3305 3.3423 -0.16 -0.03 -0.09
C -1.4712 2.7527 -3.4885 0.25 -0.08 0.52
H 0.2262 0.6799 2.5781 0.02 0.07 0.06
H -4.5930 1.6415 -0.8832 0.03 -0.02 -0.06
O 2.1961 -1.2271 -6.8830 0.00 -0.14 0.64
H 2.2289 -1.5775 -8.9180 0.14 0.02 0.05
H 1.8643 -3.0524 4.1659 -0.20 0.22 0.04
H 2.1506 -0.4387 -4.3883 -0.22 -0.32 0.03
H -4.4112 4.4174 -5.4534 -0.11 0.08 0.02
H -1.0526 2.3833 -5.5579 0.03 0.00 0.11
H 4.2003 -3.6750 4.2669 0.07 0.04 -0.35
H -1.6836 2.5925 -1.4426 -0.13 -0.03 -0.22
H 4.1804 1.0018 1.0639 -0.21 -0.18 0.10
C 0.2517 -0.9592 -1.4540 -0.27 -0.26 0.41
H 2.8358 -1.4460 -3.0819 -0.03 0.23 0.17
H 4.7762 -3.6110 -5.2108 0.02 0.04 0.09
H 2.4612 1.5103 0.9385 -0.04 -0.13 0.10
H 2.5229 -2.9184 5.7924 -0.01 0.05 -0.03
H -0.6166 3.4395 -3.4030 -0.07 0.01 -0.13
H -2.0637 0.4771 3.9642 0.05 0.06 0.00
H -3.0532 3.1202 2.4809 0.07 -0.01 -0.02
C 3.4219 -1.7399 -6.4299 0.61 0.21 -0.69
H -4.9400 1.8442 -2.6168 0.01 -0.07 0.10
C 3.2844 -2.1957 -5.0048 0.41 -0.67 -0.02
C 2.5433 -2.4741 4.7928 0.27 -0.45 0.03
H -1.8421 -1.0480 3.0623 0.16 0.11 -0.11
H -3.4111 5.8188 -5.9156 -0.09 0.05 -0.02
H 5.0670 -2.2908 2.4434 -0.11 0.12 -0.08
C -5.4061 -2.3298 3.9911 -0.34 -0.40 0.30
H 3.8513 -1.0314 2.7710 -0.04 -0.01 -0.04
H -2.3531 4.4190 3.4675 0.07 -0.07 0.04
O 0.8060 0.2046 -2.0465 0.18 -0.12 0.32
C -2.7122 3.5880 -3.6673 -0.12 -0.04 0.14
O -3.6753 -0.7227 3.9271 -0.03 -0.35 0.13
O -1.1555 2.7489 3.1081 -0.26 0.27 -0.07
H -5.7314 -3.8791 2.7033 -0.08 0.07 0.00
H -2.9015 2.8993 4.2317 0.09 0.04 -0.05
H 2.7153 1.8409 4.9982 -0.13 -0.16 0.05
C 0.9714 2.1540 3.9686 0.73 -0.70 -0.35
H -3.5856 -2.4899 2.8297 -0.01 0.00 0.14
C -4.3089 -1.7272 3.1622 -0.12 0.60 -0.21
H 4.8475 -2.0602 5.9773 0.00 0.00 0.00
H 4.2176 -0.9672 -6.5138 -0.25 -0.05 0.15
H -5.7464 0.5761 -1.6902 0.10 -0.03 -0.01
```
Positions in Å, forces in eV/Å.